# 1
{
  "formula": "C24H64B2F8FeO24S8",
  "method": "the ωB97M-V functional and the def2-TZVPD basis",
  "e_tot_ha": -8056.816078,
  "mol_weight_da": 1222.74,
  "e_above_lowest_kj_mol": 0.00,
  "e_homo_ev": [-10.37, -10.37],
  "orbital_gap_ev": [9.91, 9.47],
  "total_charge": 0,
  "multiplicity": 5,
  "s2": 6.0049,
  "elements": ["Fe", "B", "F", "F", "F", "F", "B", "F", "F", "F", "F", "O", "S", "O", "O", "C", "C", "C", "H", "H", "H", "H", "H", "H", "H", "H", "O", "S", "O", "O", "C", "C", "C", "H", "H", "H", "H", "H", "H", "H", "H", "O", "S", "O", "O", "C", "C", "C", "H", "H", "H", "H", "H", "H", "H", "H", "O", "S", "O", "O", "C", "C", "C", "H", "H", "H", "H", "H", "H", "H", "H", "O", "S", "O", "O", "C", "C", "C", "H", "H", "H", "H", "H", "H", "H", "H", "O", "S", "O", "O", "C", "C", "C", "H", "H", "H", "H", "H", "H", "H", "H", "O", "S", "O", "O", "C", "C", "C", "H", "H", "H", "H", "H", "H", "H", "H", "O", "S", "O", "O", "C", "C", "C", "H", "H", "H", "H", "H", "H", "H", "H"],
  "positions_angstrom": [[33.367, -27.322, 28.356], [30.794, -27.941, 28.769], [31.660, -27.473, 29.802], [30.538, -29.293, 28.971], [29.599, -27.218, 28.724], [31.500, -27.711, 27.556], [32.991, -24.724, 27.741], [32.982, -25.301, 29.035], [31.886, -23.889, 27.617], [34.220, -24.064, 27.547], [32.920, -25.815, 26.828], [30.974, -22.637, 32.466], [32.018, -21.864, 31.876], [33.010, -21.200, 32.688], [32.839, -22.777, 30.859], [34.086, -22.312, 30.294], [35.160, -23.266, 30.791], [31.295, -20.639, 30.731], [34.235, -21.271, 30.580], [33.948, -22.399, 29.221], [34.856, -24.249, 30.415], [35.113, -23.313, 31.878], [36.155, -23.080, 30.394], [30.856, -21.255, 29.956], [32.038, -19.879, 30.549], [30.483, -20.310, 31.384], [33.952, -26.921, 30.761], [33.934, -27.004, 32.188], [33.591, -28.221, 32.849], [35.421, -26.593, 32.642], [35.737, -26.567, 34.045], [37.205, -26.952, 34.205], [32.977, -25.684, 32.910], [35.145, -27.278, 34.621], [35.630, -25.540, 34.407], [37.521, -26.702, 35.221], [37.876, -26.489, 33.488], [37.286, -28.042, 34.176], [32.036, -25.619, 32.372], [33.563, -24.779, 33.025], [32.779, -26.020, 33.929], [35.506, -28.240, 24.447], [34.305, -28.731, 25.051], [33.943, -28.312, 26.382], [33.046, -28.646, 24.050], [33.335, -29.080, 22.713], [32.481, -28.334, 21.676], [34.618, -30.509, 25.167], [33.103, -30.139, 22.538], [34.392, -28.972, 22.459], [31.439, -28.565, 21.870], [32.778, -28.706, 20.695], [32.773, -27.289, 21.690], [35.537, -30.590, 25.735], [34.599, -30.815, 24.129], [33.868, -30.983, 25.797], [37.559, -26.114, 27.406], [36.738, -26.728, 28.410], [35.304, -26.646, 28.318], [37.199, -28.246, 28.474], [37.835, -28.782, 27.283], [37.966, -30.287, 27.386], [37.289, -26.283, 30.046], [38.841, -28.401, 27.138], [37.184, -28.504, 26.460], [38.437, -30.591, 28.321], [38.540, -30.627, 26.528], [37.002, -30.800, 27.377], [36.930, -27.106, 30.662], [36.948, -25.311, 30.382], [38.376, -26.300, 30.058], [34.710, -19.768, 26.909], [33.414, -19.921, 26.318], [32.222, -19.410, 26.915], [33.437, -19.313, 24.821], [34.752, -19.038, 24.255], [34.545, -18.843, 22.781], [33.190, -21.650, 25.920], [35.493, -19.813, 24.447], [35.079, -18.118, 24.745], [35.418, -18.489, 22.233], [33.766, -18.105, 22.562], [34.186, -19.768, 22.324], [33.076, -22.096, 26.906], [34.089, -21.991, 25.423], [32.270, -21.872, 25.392], [28.753, -22.331, 30.265], [28.394, -23.693, 30.495], [27.782, -24.055, 31.737], [27.477, -24.180, 29.258], [26.830, -25.472, 29.389], [25.505, -25.314, 28.654], [29.826, -24.748, 30.198], [26.544, -25.584, 30.439], [27.519, -26.244, 29.062], [25.709, -24.846, 27.691], [24.834, -24.642, 29.194], [24.898, -26.215, 28.556], [29.930, -24.877, 29.132], [29.585, -25.684, 30.702], [30.657, -24.348, 30.770], [37.668, -20.719, 25.071], [37.947, -22.051, 25.495], [37.957, -23.119, 24.545], [39.403, -22.191, 26.159], [39.806, -21.239, 27.171], [41.202, -20.754, 26.846], [36.845, -22.435, 26.840], [39.689, -21.783, 28.108], [39.138, -20.373, 27.129], [41.903, -21.589, 26.943], [41.591, -20.069, 27.600], [41.184, -20.353, 25.838], [37.135, -23.298, 27.416], [35.885, -22.551, 26.344], [36.787, -21.503, 27.405], [34.984, -22.595, 20.913], [35.183, -23.155, 22.210], [35.425, -22.337, 23.354], [33.883, -24.113, 22.412], [33.878, -25.223, 23.325], [32.399, -25.432, 23.634], [36.493, -24.420, 22.134], [34.323, -24.949, 24.286], [34.306, -26.116, 22.875], [31.888, -25.665, 22.689], [31.831, -24.581, 24.005], [32.101, -26.301, 24.221], [36.165, -25.095, 21.348], [36.593, -24.820, 23.136], [37.419, -23.946, 21.824]],
  "forces_ev_per_angstrom": [[-0.359, 0.822, 0.232], [-2.460, -0.607, 0.575], [0.325, -0.112, -0.406], [0.468, 0.446, -0.288], [0.730, -0.324, 0.032], [0.344, -0.532, -0.211], [-0.177, 1.498, -0.350], [0.084, -0.340, 0.072], [0.619, -0.383, -0.098], [-0.523, -0.189, 0.066], [0.269, -0.032, 0.018], [0.412, -0.482, -0.110], [1.041, 1.935, -1.169], [-0.499, -0.291, 0.232], [-0.795, -0.776, 0.344], [0.033, 0.081, 0.114], [-0.794, -0.483, -0.362], [-0.291, -1.575, 2.191], [0.186, -0.079, -0.015], [0.148, 0.142, -0.085], [0.078, -0.064, 0.088], [0.416, 0.199, 0.069], [0.074, 0.399, 0.161], [0.150, 0.432, -0.543], [0.005, 0.045, -0.497], [-0.062, 0.535, -0.403], [0.624, -0.263, -0.230], [0.199, 0.588, 1.359], [-0.041, -0.139, -0.308], [-0.491, -0.258, -0.611], [1.178, 0.305, 0.323], [-0.382, -0.715, 0.600], [0.089, -0.752, 0.538], [-0.334, 0.187, -0.187], [-0.452, -0.130, -0.070], [0.018, 0.262, -0.120], [-0.086, 0.100, -0.071], [0.180, 0.075, -0.413], [0.085, 0.371, -0.137], [-0.129, 0.241, -0.711], [-0.152, -0.144, -0.091], [-0.542, 0.895, -0.045], [0.663, -2.456, 0.203], [-0.471, 0.451, -0.411], [0.945, 0.240, 1.369], [-0.087, -0.488, -2.249], [1.121, -0.291, 0.739], [-1.022, 1.130, 0.506], [-0.049, 0.009, 0.865], [-0.060, 0.299, 0.360], [-0.201, 0.505, -0.153], [-0.156, -0.200, 0.001], [-0.627, 0.204, 0.024], [0.440, -0.039, -0.578], [0.455, -0.643, 0.152], [-0.365, 0.014, -0.403], [-0.925, 0.310, 0.303], [2.250, 0.174, 0.088], [0.331, -0.196, -0.031], [-0.292, -0.179, 0.342], [-0.243, -0.657, -0.444], [-0.662, -0.023, 0.421], [-0.099, -0.512, -0.190], [-0.124, 0.646, 0.186], [0.301, 0.016, -0.393], [0.297, 0.081, -0.114], [0.132, -0.092, 0.059], [-0.059, 0.105, -0.066], [-0.173, 0.305, 0.283], [-0.416, -0.037, -0.162], [0.016, -0.066, -0.345], [-0.052, 0.129, 0.370], [-0.735, -0.655, -2.170], [0.311, 0.017, 0.318], [0.425, -0.357, 0.862], [0.172, 0.829, -0.037], [-0.794, 0.098, -0.715], [-0.046, 0.522, 1.200], [-0.334, -0.175, 0.167], [0.218, -0.091, -0.144], [0.290, -0.247, 0.309], [0.015, 0.031, 0.335], [0.257, -0.069, -0.004], [0.231, -0.238, -0.084], [-0.029, -0.099, -0.212], [0.029, 0.417, -0.308], [-0.353, 0.113, -0.443], [0.918, -1.038, -0.438], [-0.195, -0.003, -0.093], [0.364, 0.625, 0.662], [-1.218, 0.549, 0.826], [-0.067, 0.251, -0.349], [-0.958, 0.107, 1.262], [0.557, -0.344, 0.009], [-0.175, -0.100, -0.208], [-0.250, -0.284, -0.182], [0.371, 0.222, 0.137], [0.525, -0.294, -0.215], [0.426, 0.138, -0.076], [-0.154, -0.168, -0.377], [0.190, 0.395, -0.493], [0.321, 0.362, 0.135], [0.318, -1.435, 0.225], [-0.033, 0.030, 0.016], [-0.360, 0.413, -0.296], [-0.383, 0.394, -0.245], [0.303, -1.027, 0.740], [0.018, 1.142, -0.682], [0.256, 0.338, 0.219], [-0.146, -0.186, 0.200], [-0.090, -0.069, -0.552], [-0.418, 0.476, -0.210], [0.319, 0.195, 0.035], [0.159, -0.271, -0.056], [-0.067, -0.284, 0.153], [-0.041, -0.200, 0.289], [-0.077, 0.251, 0.242], [0.724, -1.882, -0.361], [-0.589, 0.150, 0.168], [0.773, 0.568, -0.294], [-1.481, 0.713, 1.446], [-1.307, -0.742, -1.327], [-0.815, 1.050, -0.290], [0.663, -0.099, -0.288], [0.328, 0.114, 0.005], [0.129, 0.251, -0.098], [0.640, 0.287, 0.301], [0.723, 0.091, 0.459], [0.040, -0.330, 0.223], [0.078, -0.307, -0.046], [-0.031, 0.229, 0.141]]
}

=====

# 2
{
  "formula": "C2H8N2O",
  "method": "the ωB97M-V functional and the def2-TZVPD basis",
  "e_tot_ha": -265.715857,
  "mol_weight_da": 76.10,
  "e_above_lowest_kj_mol": 176.66,
  "e_homo_ev": -7.27,
  "smiles": "N/C=C/N.O",
  "orbital_gap_ev": 8.13,
  "total_charge": 0,
  "elements": ["N", "C", "C", "N", "H", "H", "H", "H", "H", "H", "O", "H", "H"],
  "positions_angstrom": [[-1.989, 1.401, 0.732], [-1.535, 0.632, -0.375], [-0.264, 0.230, -0.491], [0.179, -0.644, -1.507], [-2.873, 1.853, 0.620], [-1.759, 1.016, 1.628], [-2.244, 0.386, -1.155], [0.458, 0.464, 0.274], [-0.496, -1.274, -1.892], [1.138, -0.922, -1.470], [3.046, -1.206, 1.229], [2.274, -0.639, 1.109], [2.695, -2.001, 1.645]],
  "forces_ev_per_angstrom": [[0.692, -0.257, -0.800], [0.560, 0.362, 0.442], [-0.759, -0.807, -0.460], [-0.092, 0.931, 0.393], [-0.198, -0.101, 0.293], [-0.420, 0.103, 0.211], [-0.140, 0.032, -0.037], [0.206, 0.315, 0.098], [0.189, -0.250, -0.031], [-0.014, -0.323, -0.103], [-0.220, 0.004, -0.024], [0.139, -0.071, 0.056], [0.058, 0.062, -0.040]]
}

=====

# 3
{
  "formula": "C5H6INO",
  "method": "the ωB97M-V functional and the def2-TZVPD basis",
  "e_tot_ha": -621.709204,
  "mol_weight_da": 223.01,
  "e_above_lowest_kj_mol": 250.97,
  "e_homo_ev": -9.07,
  "orbital_gap_ev": 9.23,
  "total_charge": 0,
  "elements": ["C", "C", "C", "C", "C", "N", "O", "I", "H", "H", "H", "H", "H", "H"],
  "positions_angstrom": [[1.366, 1.296, -0.079], [1.985, 0.088, -0.012], [-0.095, 1.187, 0.026], [0.416, -1.196, -0.316], [-1.917, -0.469, 0.290], [-0.529, -0.098, -0.090], [-0.835, 2.053, 0.479], [3.876, -0.481, -0.342], [1.812, 2.236, 0.006], [0.535, -1.413, -1.434], [0.249, -2.028, 0.427], [-2.514, 0.526, 0.119], [-2.426, -1.161, -0.448], [-1.924, -0.540, 1.373]],
  "forces_ev_per_angstrom": [[0.695, -3.295, 0.254], [-4.248, -0.717, -1.313], [-1.143, -0.084, 2.100], [1.852, 3.668, -0.095], [-0.686, 3.517, -1.672], [-0.530, -2.462, -0.987], [0.444, 0.319, -0.974], [0.817, -0.140, 0.086], [0.715, 1.275, -0.066], [-0.042, -0.229, 1.843], [0.616, 0.852, -1.038], [1.020, -1.702, 0.342], [1.006, 0.124, 1.487], [-0.517, -1.126, 0.035]]
}